The following is a quantum chemistry calculation of a molecular structure, C20H27BrFNO2S7SbTc in a non-equilibrium geometry, from the Open Molecules 2025 dataset.

Each line ends with the Mulliken charge.
Geometry (Å):
Sb 3.11071 1.95586 -4.21672  0.4584
Tc 0.94246 -0.27511 -1.25182  -0.8584
Br -0.75392 -1.14384 -3.81003  -0.0758
S 1.29742 1.62957 -2.39346  -0.4662
S 1.44754 -2.45535 0.17904  -0.0984
S -0.66755 2.49087 -0.14278  0.6348
S 1.66217 1.71837 -5.94687  -0.3581
S 2.65934 -1.41045 -2.36840  0.1904
S 4.20780 -2.10843 -0.87087  -0.1098
S 3.65954 -0.68497 -3.87798  -0.1204
F 4.60095 2.28230 3.15413  -0.3188
O -0.62704 0.96870 -0.33934  0.5981
O 3.37465 -3.92924 0.87041  -0.2434
N -0.87987 -1.49739 -1.09158  0.5530
C -1.41856 -1.84256 0.07413  -0.1675
C 3.52015 1.06846 -0.06419  -0.2934
C -1.81330 2.66256 1.28338  -1.0378
C 2.26622 0.55113 0.24521  1.8599
C -1.12640 2.32862 2.60658  -0.3367
C -1.71784 3.17398 -1.49849  -0.7870
C -3.37460 1.32685 -2.04827  -0.5635
C -2.79471 -2.38211 -2.19798  -0.6415
C 2.62077 1.17536 2.55288  -0.7088
C -2.65258 -2.46910 0.20450  0.5047
C 4.69420 -4.45892 0.94932  -0.6869
C -1.56387 -1.74202 -2.20490  -0.3604
C 4.31561 1.65032 0.90831  -0.8199
C -3.33353 -2.75762 -0.97972  -0.6175
C -1.50310 0.93129 3.08622  -0.9230
C 3.85493 1.70655 2.21406  0.1266
C 1.83806 0.60238 1.56242  -0.6099
C -3.18088 2.75729 -1.55750  -0.6232
C -3.19030 -2.80026 1.55285  -1.3901
C 3.06269 -2.92616 0.12201  0.5288
H -2.56704 0.88520 3.31260  0.4453
H 2.29377 1.20510 3.57906  0.5478
H -3.68347 3.44093 -2.24544  0.4197
H -3.31900 -2.56473 -3.12211  0.5432
H -4.28345 -3.26756 -0.94813  0.4482
H 4.79936 -5.29442 0.25266  0.3091
H -0.95577 0.67234 3.98776  0.4638
H -2.98991 1.21169 -3.05978  0.3170
H -2.87293 0.62202 -1.38662  -0.1899
H -4.43468 1.09020 -2.06680  0.4292
H -3.65614 2.88091 -0.58329  0.2695
H -3.27612 -1.89860 2.15697  0.2777
H -2.52693 -3.47639 2.08952  0.3656
H -0.83245 -1.61797 0.95407  0.4856
H -1.44313 3.04351 3.36410  0.4351
H 4.79705 -4.82647 1.96974  0.2599
H 0.87685 0.19065 1.82854  0.4822
H -0.04246 2.41702 2.50609  0.1927
H 5.28032 2.06317 0.66312  0.5255
H -2.65082 1.98971 1.11273  0.3933
H 3.91545 1.05568 -1.07342  0.2268
H 5.44253 -3.69173 0.73745  0.3680
H -1.61658 4.25092 -1.36177  0.5275
H -2.14615 3.69669 1.24582  0.6179
H -4.16626 -3.26905 1.48213  0.4087
H -1.27867 0.19155 2.32113  -0.1949
H -1.20055 2.90269 -2.42072  0.3871

Forces on atoms 1 to 3 (eV/Å):
-0.470 -0.074 -1.182
0.791 0.900 -0.084
-0.077 -0.133 0.274

* maximum force: 1.97 eV/A
* net charge: +2
* HOMO-LUMO gap (spin up / spin down): 4.65 / 4.65 eV
* HOMO (spin up / spin down): -13.7 / -13.7 eV
* relative energy (zero: lowest compared OMol25 entry of this formula, charge and spin): 238.9 kJ/mol
* total energy: -6765.1751 Ha